Computed, not measured: a gas-phase ion, C8H10N3OS (charge +1), with ωB97M-V/def2-TZVPD.

- Total charge: +1
- HOMO (alpha / beta): -11.42 / -11.42 eV
- ΔE to the lowest compared entry with this formula, charge and spin: 84.6 kcal per mole
- DFT total energy: -25800.4200 eV
- Multiplicity: 1
- Maximum force: 4.251 eV Å⁻¹

Atoms and positions in Å:
C -0.04798 -0.24576 2.43334
C -1.73138 -0.07782 3.80595
C -0.62846 -1.44305 2.16736
C -0.09445 -2.48377 1.52983
C 0.72251 -1.29235 -0.71415
C 0.31954 0.88916 -1.80762
C 0.95407 0.61660 -3.09106
C -0.21904 2.18658 -1.48664
N -0.69404 0.49977 3.30242
N 0.46501 -2.33891 0.32786
N 0.15289 0.01379 -0.81256
O 1.42629 -1.74039 -1.51840
S -2.00610 -1.64565 3.26748
H 0.98459 0.18976 2.12669
H -2.45216 0.50039 4.30768
H 0.21031 -0.14959 -3.50167
H 1.79491 -0.02696 -3.08277
H 1.12308 1.61863 -3.57494
H 0.31693 2.56210 -0.49984
H -1.20401 2.18497 -1.02342
H -0.23043 2.91911 -2.21268
H 1.10586 -3.11871 0.00909
H -0.26792 0.38212 0.04806